Record 1
Molecular formula: C21H24Br2ClIN3O4
Method: DFT, wB97M-V/def2-TZVPD

CARTESIAN COORDINATES (ANGSTROEM)
C1 -0.58548 -3.47531 -0.70601
C2 0.67339 -3.73581 -1.32281
C3 2.04695 -2.96712 -0.96626
C4 1.86678 -1.40458 -0.68977
C5 0.81464 -0.49191 -1.42107
N1 -0.12003 -0.91294 -2.46972
N2 0.92855 0.85209 -0.86146
C6 0.18224 2.11054 -1.11566
Cl1 -1.01029 2.32727 0.25119
C7 -0.50898 2.22222 -2.55745
C8 -1.50706 3.51947 -2.48204
C9 1.99173 0.85455 0.11613
C10 2.57230 2.04952 0.99844
C11 1.85319 2.25490 2.42178
C12 2.19921 3.74408 2.99158
I1 1.06917 3.96164 4.87551
N3 2.54071 -0.49095 0.22880
C13 3.61062 -1.01868 1.08578
Br1 5.45217 -1.40408 0.38007
C14 3.40907 -1.33055 2.47246
C15 2.01116 -1.14026 3.22965
Br2 4.89984 -2.09203 3.57854
H1 -1.40646 -4.26553 -0.63882
H2 -0.80085 -2.41849 -0.29626
H3 0.73384 -4.56970 -2.10339
H4 2.42742 -3.45034 0.01081
H5 2.84013 -3.15324 -1.77398
H6 0.13008 -0.48044 -3.37811
H7 -1.09776 -0.62268 -2.21089
H8 0.95783 2.97007 -1.05983
H9 -1.18062 1.34526 -2.84855
H10 0.26820 2.50472 -3.36676
H11 -1.75293 3.93190 -3.53352
H12 -2.50382 3.09051 -2.07356
H13 -1.11163 4.32217 -1.76471
H14 2.60892 2.99114 0.34025
H15 3.67470 1.77908 1.22561
H16 2.34492 1.53057 3.18019
H17 0.71557 2.14891 2.39367
H18 1.82028 4.57869 2.30893
H19 3.31907 3.87987 3.19253
H20 1.65432 -2.17314 3.60854
H21 1.24286 -0.70724 2.50394
H22 2.14346 -0.40988 4.10915
C16 -3.17765 -0.54595 -0.31439
C17 -3.54497 -0.64903 -1.61507
C18 -4.79243 -1.50846 -1.83377
O1 -5.33305 -1.67027 -2.93045
C19 -5.37952 -2.18943 -0.66664
C20 -5.00001 -2.09610 0.64064
C21 -3.81710 -1.15023 0.86777
O2 -3.36169 -0.86489 1.97688
O3 -5.50194 -2.67932 1.64130
O4 -2.97892 -0.12037 -2.62808
H23 -2.31458 0.05056 -0.07746
H24 -6.21559 -2.83075 -0.92364

Output
* energy: -195526.803 eV
* total charge: -1
* gap between HOMO and LUMO: 2.8 eV
* strongest force on any atom: 5.5 eV/A
* HOMO: -2.395 eV

Atom-resolved charges from Mulliken, all expressed in e: atom 1 (C): -0.336, atom 2 (C): -0.285, atom 3 (C): -0.405, atom 4 (C): 0.205, atom 5 (C): 0.285, atom 6 (N): -0.166, atom 7 (N): 0.335, atom 8 (C): -0.298, atom 9 (Cl): -0.091, atom 10 (C): -0.114, atom 11 (C): -1.131, atom 12 (C): 0.174, atom 13 (C): -1.138, atom 14 (C): -0.173, atom 15 (C): -1.057, atom 16 (I): 0.006, atom 17 (N): 0.351, atom 18 (C): -0.543, atom 19 (Br): -0.076, atom 20 (C): 0.291, atom 21 (C): -1.081, atom 22 (Br): -0.133, atom 23 (H): 0.302, atom 24 (H): -0.134, atom 25 (H): 0.301, atom 26 (H): 0.269, atom 27 (H): 0.354, atom 28 (H): 0.392, atom 29 (H): -0.182, atom 30 (H): 0.331, atom 31 (H): 0.143, atom 32 (H): 0.274, atom 33 (H): 0.359, atom 34 (H): 0.304, atom 35 (H): 0.264, atom 36 (H): 0.519, atom 37 (H): 0.431, atom 38 (H): 0.115, atom 39 (H): 0.415, atom 40 (H): 0.448, atom 41 (H): 0.412, atom 42 (H): 0.375, atom 43 (H): 0.257, atom 44 (H): 0.343, atom 45 (C): -0.438, atom 46 (C): 0.648, atom 47 (C): 0.354, atom 48 (O): -0.729, atom 49 (C): -0.851, atom 50 (C): 0.427, atom 51 (C): 0.328, atom 52 (O): -0.741, atom 53 (O): -0.810, atom 54 (O): -0.873, atom 55 (H): 0.422, atom 56 (H): 0.353

***

Record 2
Molecular formula: C36H36BN7Pt
Method: DFT, wB97M-V/def2-TZVPD

CARTESIAN COORDINATES (ANGSTROEM)
Pt1 0.19220 -0.13234 0.26428
C1 1.31663 4.01200 -2.78992
C2 1.17198 3.37018 -1.45171
C3 1.06652 3.97022 -0.21000
C4 0.96472 2.91899 0.71276
N1 1.02708 1.76939 0.05756
N2 1.13460 2.03378 -1.27448
B1 1.13409 0.87780 -2.33266
N3 -0.24760 0.15094 -2.51173
N4 -0.76349 -0.70260 -1.57465
C5 -1.88965 -1.20856 -2.05904
C6 -2.11213 -0.69246 -3.34514
C7 -1.05467 0.15741 -3.59432
C8 -0.79096 0.97665 -4.81320
C9 -2.69678 -2.19188 -1.31995
C10 -3.01779 -2.00611 0.02270
C11 -3.77373 -2.95636 0.69319
C12 -4.22452 -4.08935 0.03063
C13 -3.92038 -4.26966 -1.31199
C14 -3.16141 -3.32506 -1.98454
N5 2.13892 -0.19897 -1.86195
N6 1.86288 -0.80744 -0.69368
C15 2.72860 -1.79794 -0.51848
C16 3.59505 -1.83130 -1.62207
C17 3.18508 -0.80465 -2.45206
C18 3.73028 -0.35851 -3.76569
C19 2.69200 -2.65939 0.67032
C20 2.97906 -4.01736 0.55716
C21 2.92635 -4.83801 1.67225
C22 2.58131 -4.31229 2.91019
C23 2.29405 -2.96055 3.02943
C24 2.35675 -2.13627 1.91663
C25 0.77335 2.93405 2.16789
C26 -0.19652 3.74956 2.73877
C27 -0.41152 3.72201 4.10842
C28 0.34558 2.88728 4.91676
C29 1.32224 2.07664 4.35165
C30 1.53130 2.09695 2.98268
H1 1.32796 5.09359 -2.67197
H2 0.49027 3.75038 -3.45162
H3 2.24266 3.70806 -3.27858
H4 1.08530 5.02582 0.00153
H5 1.46584 1.33066 -3.38628
H6 -2.94451 -0.90209 -3.99554
H7 -1.60981 0.84333 -5.51736
H8 0.13716 0.68057 -5.30274
H9 -0.71672 2.03794 -4.57436
H10 -2.70637 -1.10549 0.53673
H11 -4.02149 -2.79461 1.73440
H12 -4.81624 -4.82853 0.55540
H13 -4.27105 -5.15036 -1.83472
H14 -2.91283 -3.47355 -3.02881
H15 4.42771 -2.49597 -1.77611
H16 4.58615 -0.97421 -4.03422
H17 4.05228 0.68249 -3.72701
H18 2.98242 -0.44649 -4.55451
H19 3.22240 -4.43110 -0.41359
H20 3.14362 -5.89358 1.57341
H21 2.53345 -4.95607 3.77866
H22 2.02010 -2.54429 3.99041
H23 2.14637 -1.07581 2.01120
H24 -0.81018 4.37585 2.10307
H25 -1.18441 4.34261 4.54244
H26 0.17244 2.86484 5.98491
H27 1.92168 1.42863 4.97881
H28 2.29716 1.47248 2.53621
C31 -0.91999 -0.85151 3.19880
C32 -1.72841 0.19107 2.49019
C33 -2.85571 0.87010 2.89717
C34 -3.21284 1.73976 1.83993
C35 -2.30146 1.55198 0.82215
C36 -2.22959 2.25665 -0.49395
N7 -1.39353 0.60724 1.22653
H29 -0.28915 -0.41531 3.97798
H30 -0.26503 -1.37670 2.49724
H31 -1.56046 -1.60478 3.66108
H32 -3.35620 0.74518 3.84523
H33 -4.04817 2.42352 1.80984
H34 -1.61038 3.15851 -0.44953
H35 -3.23035 2.55677 -0.80628
H36 -1.81594 1.61876 -1.27482

Output
* energy: -52273.273 eV
* total charge: 0
* gap between HOMO and LUMO: 7.0 eV
* strongest force on any atom: 0.2 eV/A
* HOMO: -6.727 eV

Atom-resolved charges from Mulliken, all expressed in e: atom 1 (Pt): -0.428, atom 2 (C): -1.363, atom 3 (C): 1.063, atom 4 (C): -1.286, atom 5 (C): -0.283, atom 6 (N): -0.420, atom 7 (N): 0.822, atom 8 (B): -0.919, atom 9 (N): 1.220, atom 10 (N): -0.418, atom 11 (C): 0.204, atom 12 (C): -1.190, atom 13 (C): 0.743, atom 14 (C): -1.388, atom 15 (C): -0.106, atom 16 (C): 0.114, atom 17 (C): -0.681, atom 18 (C): -0.480, atom 19 (C): -0.629, atom 20 (C): -0.800, atom 21 (N): 0.643, atom 22 (N): -0.020, atom 23 (C): -0.146, atom 24 (C): -1.292, atom 25 (C): 0.788, atom 26 (C): -1.412, atom 27 (C): 0.571, atom 28 (C): -0.642, atom 29 (C): -0.680, atom 30 (C): -0.458, atom 31 (C): -0.750, atom 32 (C): 0.080, atom 33 (C): 0.282, atom 34 (C): -0.308, atom 35 (C): -0.895, atom 36 (C): -0.372, atom 37 (C): -0.864, atom 38 (C): 0.233, atom 39 (H): 0.416, atom 40 (H): 0.174, atom 41 (H): 0.254, atom 42 (H): 0.500, atom 43 (H): -0.111, atom 44 (H): 0.583, atom 45 (H): 0.429, atom 46 (H): 0.208, atom 47 (H): 0.172, atom 48 (H): 0.684, atom 49 (H): 0.459, atom 50 (H): 0.390, atom 51 (H): 0.378, atom 52 (H): 0.435, atom 53 (H): 0.550, atom 54 (H): 0.390, atom 55 (H): 0.262, atom 56 (H): 0.267, atom 57 (H): 0.437, atom 58 (H): 0.388, atom 59 (H): 0.392, atom 60 (H): 0.406, atom 61 (H): 0.555, atom 62 (H): 0.350, atom 63 (H): 0.396, atom 64 (H): 0.396, atom 65 (H): 0.418, atom 66 (H): 0.465, atom 67 (C): -1.408, atom 68 (C): 0.491, atom 69 (C): -1.317, atom 70 (C): -1.118, atom 71 (C): 0.213, atom 72 (C): -1.174, atom 73 (N): 2.674, atom 74 (H): 0.185, atom 75 (H): 0.135, atom 76 (H): 0.431, atom 77 (H): 0.536, atom 78 (H): 0.548, atom 79 (H): 0.038, atom 80 (H): 0.541, atom 81 (H): 0.050

***

Record 3
Molecular formula: C5H14
Method: DFT, wB97M-V/def2-TZVPD

CARTESIAN COORDINATES (ANGSTROEM)
C1 -1.01467 -1.07054 -1.02126
C2 0.46433 -1.30905 -0.76806
C3 -1.99424 -0.87862 0.17743
H1 -1.12471 -0.20072 -1.67205
H2 -1.43617 -1.91396 -1.50205
H3 0.79611 -1.47451 0.25384
H4 1.03362 -0.46876 -1.11146
H5 -2.23777 -1.83800 0.68318
H6 -1.51076 -0.16633 0.79544
H7 0.76929 -2.20115 -1.34310
H8 -2.97495 -0.59031 -0.18803
C4 1.71041 1.51861 0.19731
C5 0.60898 1.52590 1.17387
H9 1.42544 1.09830 -0.76745
H10 2.12271 2.53363 0.06615
H11 2.64147 1.01179 0.52557
H12 0.02237 2.43303 1.33558
H13 0.82022 1.23910 2.21068
H14 -0.12167 0.75159 0.95441

Output
* energy: -5411.071 eV
* total charge: 0
* gap between HOMO and LUMO: 12.2 eV
* strongest force on any atom: 2.9 eV/A
* SMILES: CCC.CC
* ΔE to the lowest compared entry with this formula, charge and spin: 94.4 kJ/mol
* HOMO: -11.049 eV

Atom-resolved charges from Mulliken, all expressed in e: atom 1 (C): -0.385, atom 2 (C): -0.929, atom 3 (C): -0.982, atom 4 (H): 0.292, atom 5 (H): 0.407, atom 6 (H): 0.322, atom 7 (H): 0.051, atom 8 (H): 0.249, atom 9 (H): 0.341, atom 10 (H): 0.331, atom 11 (H): 0.288, atom 12 (C): -0.951, atom 13 (C): -0.272, atom 14 (H): 0.335, atom 15 (H): 0.323, atom 16 (H): 0.286, atom 17 (H): 0.361, atom 18 (H): 0.325, atom 19 (H): -0.390